Record 1
18
Properties=species:S:1:pos:R:3 method="wB97M-V/def2-TZVPD" charge=+1 orbital_gap_ev=4.29 lumo_ev=-7.35 e_homo_ev=-11.64
C -2.300 -0.682 2.287
C -1.858 -0.598 0.865
Br -3.109 -0.294 -0.494
C -0.536 -0.714 0.538
Br 0.806 -1.026 1.850
C -0.042 -0.571 -0.769
C 0.573 0.806 -1.067
C 2.086 0.779 -1.110
N 2.782 1.712 -0.642
H -1.922 0.225 2.772
H -1.860 -1.552 2.769
H -3.383 -0.718 2.366
H -0.829 -0.815 -1.487
H 0.138 1.209 -1.982
H 0.315 1.480 -0.249
H 2.552 -0.141 -1.611
H 3.770 1.502 -0.780
Pt 2.818 -0.601 -3.256

Record 2
33
Properties=species:S:1:pos:R:3 method="wB97M-V/def2-TZVPD" charge=0 multiplicity=4 orbital_gap_ev="10.03 / 9.31" relative_energy_ev=3.0134 lumo_ev="-0.37 / -1.07" e_homo_ev="-10.39 / -10.38"
Co -0.997 0.926 -1.205
C -5.118 1.230 -0.090
F -6.030 0.299 0.300
F -5.779 2.087 -0.914
F -4.634 1.787 0.987
S -3.611 0.376 -1.085
O -2.483 0.004 -0.177
O -3.990 -0.641 -2.022
O -2.941 1.471 -1.767
C 2.891 1.236 -2.860
F 3.862 1.729 -2.070
F 3.080 1.701 -4.142
F 2.793 -0.128 -2.925
S 1.185 1.993 -2.205
O 0.846 1.647 -0.842
O 1.212 3.437 -2.476
O 0.002 1.375 -2.794
Br -1.452 -0.539 4.733
C 0.056 0.746 4.455
C 0.804 0.564 3.139
Br -0.389 0.943 1.592
H 0.729 0.589 5.298
H -0.326 1.738 4.694
H 1.135 -0.473 3.181
H 1.661 1.228 3.025
Br 3.586 -4.996 -0.622
C 2.005 -3.809 -0.226
C 2.345 -2.451 -0.687
Br 0.639 -1.412 -0.700
H 1.754 -3.852 0.834
H 1.204 -4.289 -0.790
H 2.840 -2.374 -1.655
H 3.119 -2.142 0.015

Record 3
16
Properties=species:S:1:pos:R:3 method="wB97M-V/def2-TZVPD" charge=0 orbital_gap_ev=10.11 relative_energy_ev=1.5826 lumo_ev=0.17 e_homo_ev=-9.94
C 1.103 3.382 0.457
C 0.189 0.154 0.009
C 0.690 -1.068 -0.219
C 0.490 1.328 -0.925
C -0.988 0.449 0.817
C 0.158 -2.307 0.262
N 0.929 2.447 -0.186
Br -2.749 0.485 -0.179
H -0.900 1.330 1.333
H 1.460 -1.184 -0.986
H 1.193 1.074 -1.679
H -0.388 1.887 -1.609
H -1.207 -0.253 1.691
H 0.672 -2.586 1.234
H 0.302 -3.103 -0.407
H -0.951 -2.033 0.386